P:
{
  "formula": "C3H9NO",
  "method": "wB97M-V/def2-TZVPD",
  "lumo_ev": [-5.0, -8.7],
  "charge": 1,
  "spin_multiplicity": 2,
  "e_homo_ev": [-14.20, -13.96],
  "species": ["C", "N", "H", "H", "H", "H", "H", "C", "C", "O", "H", "H", "H", "H"],
  "positions_angstrom": [[-0.61690, 1.69544, -0.20413], [0.75350, 1.39513, 0.40288], [-0.59159, 1.28722, -1.19572], [-1.24414, 1.14548, 0.56152], [-1.04357, 2.71678, -0.03335], [0.54378, 1.35964, 1.39192], [1.37034, 2.18578, 0.23932], [-0.78185, -1.79680, -0.27024], [0.52394, -1.46317, -0.55891], [1.50670, -1.74484, 0.32206], [-1.63634, -1.55687, -0.88346], [-0.91127, -2.60992, 0.43567], [1.05441, -1.00528, -1.39356], [1.07300, -1.60857, 1.18600]]
}


Q:
{
  "formula": "C3H9NO",
  "method": "wB97M-V/def2-TZVPD",
  "lumo_ev": [-3.9, -9.5],
  "charge": 1,
  "spin_multiplicity": 2,
  "e_homo_ev": [-13.12, -13.12],
  "species": ["O", "C", "H", "H", "C", "C", "N", "H", "H", "H", "H", "H", "H", "H"],
  "positions_angstrom": [[2.02526, -2.94014, 1.29246], [2.46731, -1.84566, 0.97502], [2.39275, -1.59862, -0.08824], [3.10167, -1.17447, 1.55680], [-0.67453, 0.09273, 0.41198], [-0.96472, 1.40113, -0.31816], [-1.67154, 1.25557, -1.58807], [-0.02257, 0.33295, 1.27747], [-1.56912, -0.45118, 0.66009], [0.01344, -0.63835, -0.13509], [-1.52028, 2.13595, 0.31757], [-0.04495, 2.01459, -0.52398], [-1.14444, 0.88041, -2.41129], [-2.38828, 0.53509, -1.42658]]
}


Going by the computed energies, the most stable comes first: P, Q.


P:
{
  "formula": "H10N6P2",
  "method": "wB97M-V/def2-TZVPD",
  "lumo_ev": 0.6,
  "charge": 0,
  "e_homo_ev": -8.38,
  "species": ["N", "N", "N", "N", "N", "N", "P", "P", "H", "H", "H", "H", "H", "H", "H", "H", "H", "H"],
  "positions_angstrom": [[-2.01342, 1.62819, -0.80399], [-2.69707, -1.18608, -0.38121], [-1.74627, 0.17781, 1.55275], [2.60458, -0.02967, -0.84415], [0.08598, -0.71464, -0.28901], [1.11940, 1.74732, 0.08495], [-2.05352, 0.32781, -0.09380], [1.55885, 0.19134, 0.52294], [-2.55056, -2.03179, 0.07372], [-3.43276, -1.24243, -1.06170], [-1.84886, -0.75544, 1.91431], [-0.94892, 0.71047, 1.78543], [2.70702, 0.69228, -1.50297], [3.51740, -0.37732, -0.74785], [0.15836, -1.59551, 0.13837], [0.17032, -0.86131, -1.26973], [1.30728, 2.08396, -0.84208], [0.16499, 2.07210, 0.45712]]
}


Q:
{
  "formula": "H10N6P2",
  "method": "wB97M-V/def2-TZVPD",
  "lumo_ev": 0.9,
  "charge": 0,
  "e_homo_ev": -8.13,
  "smiles": "NP(N)N=P(N)(N)N",
  "species": ["N", "P", "N", "N", "P", "N", "N", "N", "H", "H", "H", "H", "H", "H", "H", "H", "H", "H"],
  "positions_angstrom": [[-2.38977, -1.28351, 0.59500], [-1.82719, -0.20778, -0.51879], [-2.65235, 1.07073, 0.22114], [-0.18726, 0.35228, 0.59610], [1.19080, 0.13555, -0.12803], [1.64842, 1.55249, -0.91594], [2.00924, -0.20714, 1.21598], [1.76505, -1.05354, -1.29373], [-1.97912, -2.22273, 0.41160], [-2.15199, -0.87044, 1.47315], [-2.45630, 1.82911, -0.35443], [-3.62904, 0.99954, 0.09516], [1.52470, 1.41607, -1.90806], [0.94627, 2.18899, -0.61986], [2.94750, -0.15403, 1.44650], [1.34487, -0.45381, 1.90469], [2.75087, -1.26748, -1.08519], [1.14529, -1.82429, -1.13529]]
}


Going by the computed energies, the most stable comes first: Q, P.